A molecular structure, C42H34AlN3O7P2, computed with the ωB97M-V functional and the def2-TZVPD basis.

Atoms and positions in Å:
C -3.041 -0.696 -2.054
C -2.363 0.525 -2.260
C -2.246 1.049 -3.558
C -2.840 0.375 -4.632
C -3.556 -0.809 -4.406
C -3.634 -1.359 -3.122
P -1.781 1.395 -0.768
C -1.477 3.103 -1.349
C -0.119 3.440 -1.483
C 0.254 4.711 -1.918
C -0.724 5.623 -2.324
C -2.079 5.295 -2.200
C -2.459 4.045 -1.693
Al -0.086 0.445 0.792
P 1.640 -1.242 0.963
C 2.558 -1.772 -0.492
C 2.685 -3.129 -0.816
C 3.416 -3.502 -1.943
C 4.074 -2.524 -2.697
C 3.971 -1.169 -2.366
C 3.202 -0.788 -1.268
C 2.941 -0.550 2.045
C 2.616 -0.387 3.396
C 3.468 0.251 4.281
C 4.695 0.726 3.818
C 5.058 0.526 2.485
C 4.191 -0.113 1.599
C 1.332 -2.798 1.864
C -0.011 -3.130 2.119
C -0.317 -4.352 2.717
C 0.716 -5.219 3.095
C 2.054 -4.845 2.924
C 2.366 -3.643 2.289
C -3.338 1.627 0.157
C -4.604 1.231 -0.297
C -5.681 1.227 0.591
C -5.526 1.742 1.880
C -4.291 2.255 2.300
C -3.198 2.192 1.438
H 1.676 -0.783 3.758
H 3.163 0.374 5.322
H 5.356 1.252 4.503
H 6.025 0.868 2.113
H 4.489 -0.269 0.567
H 2.248 -3.886 -0.164
H 3.478 -4.557 -2.208
H 4.676 -2.824 -3.548
H 4.496 -0.404 -2.942
H 3.157 0.262 -0.952
H -0.792 -2.420 1.862
H -1.361 -4.603 2.876
H 0.471 -6.179 3.537
H 2.863 -5.492 3.280
H 3.415 -3.364 2.112
H -4.751 0.912 -1.330
H -6.634 0.811 0.251
H -6.367 1.750 2.569
H -4.156 2.697 3.288
H -2.217 2.584 1.742
H 0.634 2.670 -1.297
H 1.311 4.968 -1.947
H -0.418 6.586 -2.723
H -2.841 6.018 -2.503
H -3.521 3.800 -1.583
H -1.735 2.004 -3.717
H -2.762 0.784 -5.638
H -4.055 -1.307 -5.231
H -4.168 -2.297 -2.938
H -3.125 -1.093 -1.034
H -0.212 -1.711 -2.118
H -0.766 -2.103 -1.792
O 1.127 3.374 7.473
N 1.069 3.969 6.376
O 1.278 5.210 6.306
C 0.727 3.302 5.133
C 0.338 1.952 5.031
C 0.038 1.449 3.750
C 0.358 2.282 2.629
O 0.724 1.793 1.449
C 0.473 3.666 2.779
C 0.803 4.152 4.027
N 0.371 4.446 1.534
O 1.386 4.432 0.791
O -0.701 5.011 1.256
N -0.408 0.115 3.509
O -0.317 -0.791 4.339
O -1.021 -0.096 2.344
H 0.234 1.329 5.917
H 1.174 5.164 4.164

Lowest unoccupied orbital energy (alpha / beta) (eV): -8.325 / -8.326
HOMO level (alpha / beta) (eV): -14.126 / -14.126
Charge: +2
Orbital gap (alpha / beta) (eV): 5.801 / 5.800